# C3H8O2

2 unconnected molecules or ions with the total composition C3H8O2 in a non-equilibrium geometry (the ωB97M-V functional and the def2-TZVPD basis, OMol25).

energy above the lowest of the compared OMol25 structures with the same formula, charge and spin	248.9	kJ/mol
total charge	0
gap between HOMO and LUMO	8.7	eV

Last column: Mulliken charge in e.
CARTESIAN COORDINATES (ANGSTROEM)
C -2.7953 -1.0824 0.2263  -0.713
C -1.5703 -0.5999 0.4815  0.140
O -0.7683 -1.2060 1.3877  -0.489
H -3.1846 -1.0440 -0.7869  0.231
H -3.4062 -1.5730 0.9798  0.231
H -1.2348 0.3790 0.1409  0.241
H 0.1381 -0.8875 1.3344  0.356
C 2.1904 1.3711 -0.5930  -0.586
O 1.4485 0.1500 -0.4168  -0.464
H 3.2654 1.1727 -0.6508  0.293
H 1.8821 1.8361 -1.5240  0.253
H 2.0370 2.0110 0.2732  0.224
H 1.9980 -0.5271 -0.8523  0.283

# C3H8O2

C3H8O2 in the gas phase in a non-equilibrium geometry (the ωB97M-V functional and the def2-TZVPD basis, OMol25).

energy above the lowest of the compared OMol25 structures with the same formula, charge and spin	119.4	kJ/mol
total charge	0
gap between HOMO and LUMO	11.0	eV

Last column: Mulliken charge in e.
CARTESIAN COORDINATES (ANGSTROEM)
O -2.4718 -0.2347 -0.0103  -0.508
C -1.0954 -0.5029 0.2230  -0.427
C -0.2209 0.6520 -0.2088  -0.360
C 1.2575 0.3967 0.1626  -0.465
O 1.6799 -0.9083 -0.2213  -0.504
H -2.6388 -0.5602 -0.8955  0.321
H -0.7847 -1.4554 -0.3239  0.249
H -0.9781 -0.7099 1.3369  0.245
H -0.5210 1.6715 0.1985  0.248
H -0.1786 0.8478 -1.2924  0.263
H 1.4530 0.4842 1.2867  0.298
H 1.8509 1.2243 -0.2564  0.335
H 2.6480 -0.9050 0.0009  0.307